No. 1
C5H13NO2 | ωB97M-V/def2-TZVPD

Geometry as XYZ:
```
21
Properties=species:S:1:pos:R:3:forces:R:3:lowdin_charge:R:1
O 2.635823 0.849784 1.066704 0.506 -0.060 -0.119 0.08
C 2.082241 0.186498 0.241227 -2.060 -0.303 0.096 -0.22
C 0.567021 0.205421 -0.039707 0.348 0.639 -2.676 -0.32
C -0.220513 -0.797990 0.835823 1.367 -0.563 1.492 -0.38
C -1.123573 -0.043275 1.786900 -0.847 1.175 -0.665 -0.08
C -0.809460 -1.968673 0.037479 -0.358 0.545 0.654 -0.07
N 0.465559 -0.124953 -1.490092 -0.139 -1.863 0.263 0.00
H 2.468090 -0.594710 -0.434054 1.158 -0.006 0.145 0.13
H 0.200698 1.225216 -0.024033 -0.106 0.160 1.172 0.10
H 0.530776 -1.233127 1.547107 -0.268 -0.058 -0.736 0.14
H -1.921067 0.407402 1.172082 -0.167 -0.124 0.392 0.08
H -1.561636 -0.622696 2.595024 -0.023 -0.294 -0.130 0.07
H -0.616904 0.822668 2.244420 0.101 -0.445 -0.139 0.09
H -1.596816 -1.644598 -0.644578 0.342 0.087 -0.434 0.07
H -1.332903 -2.708479 0.635441 0.230 -0.021 0.607 0.07
H 0.039883 -2.437319 -0.433018 -0.203 -0.296 -0.648 0.07
H -0.460228 -0.314733 -1.826716 -0.141 0.039 0.173 0.06
H 0.993972 0.293340 -2.235762 0.311 0.686 0.714 0.07
H -0.517360 2.668537 -2.337181 -0.045 0.055 -0.008 0.05
H -0.017281 3.237343 -1.002291 0.070 -0.065 -0.313 0.06
O 0.193682 2.594351 -1.694765 -0.077 0.711 0.158 -0.06
```
Forces are in eV/Å.

As for the spin multiplicity: 1. As for the SMILES: CC(C)[C@H](N)C=O.O.

No. 2
C6H3F3NO2S | ωB97M-V/def2-TZVPD

Geometry as XYZ:
```
16
Properties=species:S:1:pos:R:3:forces:R:3:lowdin_charge:R:1
C 0.189391 -0.369761 0.147523 -1.714 0.364 -2.264 -0.16
C 0.124455 -0.288229 1.574811 7.568 -0.706 -6.061 -0.22
C -1.072841 -0.170762 -0.319763 -1.856 -1.351 0.558 -0.39
C -0.879311 -0.192706 2.267752 -6.233 -0.965 3.601 -0.36
C -0.773627 0.931722 4.150271 0.257 4.779 -0.167 -0.60
C 0.705923 3.046290 3.794911 -0.855 0.761 -0.810 -0.62
N 0.325397 1.790207 4.007401 -0.974 -1.940 1.138 0.19
O -0.595737 -0.281563 3.623273 0.415 -2.738 -2.411 0.01
O -1.930837 1.022038 4.490924 -0.623 2.358 1.703 0.06
F 0.304165 3.490234 2.516168 0.328 -0.123 0.298 0.01
F 2.088789 3.268558 3.808392 -0.664 -0.932 -0.073 0.01
F 0.322372 4.184283 4.566836 -0.454 -1.234 0.230 -0.01
S -2.492357 -0.322786 0.934700 4.580 1.040 1.038 0.80
H 1.100839 -0.563395 -0.552277 -1.738 0.715 1.713 0.13
H 1.082395 -0.219514 1.970204 1.382 -0.050 1.544 0.11
H -1.517373 -0.159736 -1.312317 0.582 0.022 -0.040 0.03
```
Forces are in eV/Å.

As for the spin multiplicity: 1. As for the charge: -1. As for the SMILES: [O-]/C(=N\C(F)(F)F)Oc1cccs1.

No. 3
C33H82O24S5 | ωB97M-V/def2-TZVPD

Geometry as XYZ:
```
144
Properties=species:S:1:pos:R:3:forces:R:3:lowdin_charge:R:1
O 2.852803 -5.995509 -3.774510 0.813 0.674 0.207 -0.28
S 3.585960 -5.297537 -2.753406 -0.555 1.081 1.386 0.66
O 4.226218 -6.073359 -1.691657 -0.063 1.112 -1.594 -0.31
O 4.585081 -4.179588 -3.483161 -0.910 -2.131 -0.135 -0.29
C 5.877638 -3.955683 -2.888528 -0.516 -0.879 0.579 -0.28
C 6.871944 -5.099046 -3.043530 0.083 0.211 -0.168 -0.07
C 2.441752 -4.126877 -1.899714 0.368 -1.667 -0.461 -0.10
H 5.627790 -3.849842 -1.829768 0.719 0.563 0.090 0.11
H 6.199329 -3.031888 -3.361706 0.145 -0.001 0.247 0.10
H 7.816663 -4.733980 -2.635012 0.082 -0.139 0.022 0.08
H 7.050841 -5.399427 -4.076573 -0.117 0.226 -0.092 0.08
H 6.571509 -5.990262 -2.495244 -0.080 0.160 0.084 0.07
H 2.792824 -3.948808 -0.886511 0.369 0.300 -0.217 0.07
H 1.570106 -4.772975 -1.794322 -0.264 0.324 -0.113 0.03
H 2.266716 -3.247707 -2.507757 0.049 0.007 0.047 0.05
O -8.675346 -0.241937 -6.231492 1.055 -1.213 0.784 -0.30
S -7.832509 -1.158949 -5.470108 -0.136 1.203 -0.312 0.65
O -7.525393 -2.482242 -5.959203 -0.028 1.442 0.489 -0.28
O -6.405966 -0.415964 -5.175884 -0.875 -1.215 -0.577 -0.26
C -6.289840 0.935789 -4.733878 0.241 0.820 0.557 -0.24
C -6.298246 1.065848 -3.205715 0.262 0.195 0.806 -0.08
C -8.510740 -1.265385 -3.812726 -0.559 0.380 -0.749 -0.13
H -6.977227 1.630761 -5.218495 -0.467 -0.449 -0.023 0.12
H -5.315951 1.264958 -5.093718 0.118 -0.355 -0.006 0.12
H -5.495954 1.720782 -2.858914 0.125 0.054 -0.340 0.06
H -6.090074 0.128074 -2.688048 0.058 -0.192 -0.344 0.07
H -7.178497 1.475992 -2.706510 -0.392 -0.113 -0.561 0.07
H -9.263576 -2.051957 -3.838220 0.428 -0.391 0.191 0.08
H -9.099890 -0.363554 -3.647216 0.367 0.234 0.007 0.07
H -7.704899 -1.350856 -3.092558 -0.152 -0.394 0.047 0.05
O 4.022721 1.058415 -2.749394 0.682 -2.839 -0.522 -0.31
S 4.783503 -0.191699 -2.994274 1.522 2.359 0.188 0.66
O 4.360317 -1.500998 -2.533809 -0.203 1.658 -0.367 -0.29
O 5.232337 -0.280192 -4.549799 -1.660 0.183 1.090 -0.27
C 4.126815 -0.544093 -5.468026 0.795 -0.960 -1.749 -0.25
C 3.508149 0.676692 -6.123575 -0.481 0.292 0.061 -0.07
C 6.488527 0.152758 -2.404092 -1.283 -0.814 -0.902 -0.09
H 3.447798 -1.326683 -5.126718 -0.230 0.527 0.804 0.12
H 4.678297 -1.112735 -6.221514 -0.137 0.209 -0.300 0.12
H 2.692288 0.431831 -6.808306 0.085 -0.649 0.095 0.08
H 4.216839 1.196258 -6.767574 0.234 0.144 0.385 0.08
H 3.023829 1.363157 -5.428958 0.416 0.065 0.220 0.07
H 6.791759 1.164051 -2.658467 -0.471 0.217 0.478 0.07
H 7.132439 -0.480580 -3.012059 0.014 -0.444 0.504 0.06
H 6.387091 -0.121921 -1.358249 0.700 0.231 0.092 0.06
O -1.299261 2.554559 -1.600463 -0.798 -1.158 -0.464 -0.29
S -2.022438 1.297606 -1.550377 -1.437 -1.117 1.594 0.66
O -2.773240 0.716515 -2.658343 1.764 0.934 1.170 -0.29
O -1.051605 0.166801 -0.879220 -0.223 0.145 -1.313 -0.28
C 0.161220 0.613716 -0.238655 1.327 -0.337 -0.318 -0.25
C 1.377008 0.200445 -1.102122 -1.381 -0.239 -1.489 -0.05
C -3.173350 1.292785 -0.096524 1.671 1.686 -1.030 -0.08
H 0.302828 0.021987 0.660669 -0.736 0.209 0.463 0.11
H 0.021833 1.672196 -0.038095 0.569 0.023 0.154 0.09
H 2.397314 0.498977 -0.882219 -0.238 0.166 0.634 0.05
H 1.196205 0.490394 -2.141854 0.084 0.548 0.084 0.08
H 1.299916 -0.883972 -1.219946 0.366 -0.115 0.491 0.07
H -2.473113 1.339442 0.737203 -0.224 -0.506 0.229 0.05
H -3.827345 0.434056 -0.137879 -0.043 0.076 0.025 0.05
H -3.606423 2.293190 -0.114191 -0.749 -0.324 -0.107 0.07
O -0.197883 -5.551274 -0.453627 0.504 0.815 0.561 -0.28
S -0.429957 -5.473986 0.958708 -1.842 -0.205 -0.290 0.62
O 0.259045 -6.370575 1.839975 -0.181 0.492 -0.045 -0.27
O -0.235076 -3.945424 1.484645 -0.034 -1.541 -0.849 -0.26
C -0.594851 -3.698349 2.843810 -0.618 1.770 1.062 -0.29
C 0.333577 -2.590331 3.382541 -0.536 -0.539 -0.290 -0.05
C -2.244682 -5.782468 1.147406 1.788 -0.415 1.152 -0.09
H -0.664342 -4.550906 3.518127 0.581 -0.427 -0.531 0.12
H -1.587642 -3.235979 2.868848 -0.211 -0.412 -0.382 0.11
H 0.493937 -2.741188 4.448753 0.467 -0.022 -0.105 0.08
H -0.157829 -1.625417 3.278512 0.115 0.127 -0.155 0.06
H 1.227065 -2.607794 2.760830 0.306 0.092 0.509 0.08
H -2.356254 -5.884069 2.227832 -0.342 0.122 -0.031 0.05
H -2.289957 -6.792518 0.744413 -0.385 0.134 -0.279 0.07
H -2.941074 -5.063993 0.731688 0.349 0.070 -0.317 0.07
C -5.393924 2.010432 4.616458 -0.247 1.072 -0.703 -0.11
O -4.390768 2.044604 3.620316 0.631 -0.482 1.000 -0.21
C -3.144679 1.439715 4.018822 -0.863 -0.516 -1.593 -0.19
C -2.057450 2.436251 3.658205 0.262 -0.788 0.289 -0.18
O -0.921862 1.696860 3.266953 -0.040 -0.557 0.696 -0.16
C 0.252590 2.419554 3.018085 0.503 -0.395 -1.009 -0.20
C 0.941988 3.102424 4.206072 -0.448 -0.188 -0.210 -0.20
O 2.232908 2.616795 4.468224 0.620 -0.138 0.329 -0.17
C 3.171254 2.843439 3.445881 0.091 0.895 -1.102 -0.12
H -5.847586 1.023905 4.735504 0.068 -0.006 0.160 0.07
H -6.114675 2.728029 4.217201 -0.431 -0.332 0.272 0.09
H -5.048779 2.441797 5.559734 0.123 -0.356 0.139 0.09
H -3.062553 0.527838 3.415082 0.403 0.083 -0.192 0.11
H -3.118132 1.053275 5.039277 -0.138 0.633 0.280 0.13
H -1.895267 2.998294 4.583420 0.314 0.623 -0.402 0.13
H -2.354309 3.030119 2.791022 -0.359 0.393 0.356 0.13
H 0.102734 3.100835 2.168220 -0.273 0.376 0.262 0.13
H 0.918083 1.669947 2.579165 0.196 -0.008 0.360 0.12
H 0.394162 2.901828 5.127205 -0.181 0.083 -0.077 0.13
H 0.922336 4.177806 3.999509 0.355 0.135 0.292 0.12
H 3.271974 2.017988 2.736731 -0.252 -0.161 0.074 0.08
H 4.189200 3.091527 3.750101 -0.177 -0.342 0.862 0.08
H 2.891900 3.740325 2.879662 -0.150 -0.087 -0.210 0.09
C -10.241121 -0.279299 -0.411150 0.756 0.327 -1.196 -0.10
O -10.556614 -1.646965 -0.429646 -2.321 0.263 0.842 -0.17
C -9.523277 -2.567666 -0.501440 1.255 0.951 -0.151 -0.19
C -8.484936 -2.401247 0.603561 -0.291 1.233 0.393 -0.16
O -7.575748 -1.367049 0.184544 0.992 -0.549 -0.762 -0.17
C -6.329240 -1.370641 0.864054 -0.447 0.748 -0.533 -0.17
C -6.477246 -0.972907 2.316617 0.567 -1.438 1.947 -0.15
O -6.265132 -2.193199 3.077063 0.304 0.558 0.322 -0.21
C -5.610126 -2.014679 4.326943 -1.271 -0.176 -0.068 -0.11
H -9.847400 0.100023 0.531375 0.165 -0.230 0.098 0.09
H -11.066193 0.368044 -0.711950 -0.623 -0.637 0.347 0.09
H -9.530705 -0.090802 -1.226639 0.498 0.112 0.332 0.07
H -9.029776 -2.311748 -1.449070 0.428 -0.814 0.034 0.10
H -9.917363 -3.582849 -0.503217 -0.277 0.189 -0.081 0.13
H -8.063440 -3.361805 0.908830 0.619 0.160 -0.282 0.13
H -8.912629 -1.928379 1.493844 -0.668 -0.754 0.160 0.12
H -5.626132 -0.669008 0.409859 -0.638 0.425 -0.460 0.10
H -5.814873 -2.314917 0.671465 -0.189 -0.348 0.838 0.13
H -7.431582 -0.593729 2.690936 -0.398 0.129 -0.962 0.13
H -5.773823 -0.209595 2.668191 0.432 -0.107 -0.425 0.10
H -6.204534 -1.515539 5.105525 -0.351 0.462 -0.385 0.08
H -4.706465 -1.417873 4.194558 0.442 -0.515 0.166 0.07
H -5.568687 -3.022050 4.739932 1.025 -0.005 -0.139 0.09
C 12.341272 5.202771 0.748390 1.819 -0.802 -0.649 -0.15
O 11.029482 4.829708 1.017817 -0.475 1.125 0.704 -0.16
C 10.567542 5.404200 2.249845 -0.538 -0.877 -0.739 -0.18
C 9.115264 5.033989 2.469228 -1.083 1.602 1.206 -0.19
O 8.260495 5.733610 1.554977 -0.155 -0.560 -0.618 -0.14
C 6.915788 5.281752 1.649245 0.235 -0.888 -0.455 -0.18
C 6.719174 4.043204 0.774518 -0.651 -0.809 -0.215 -0.19
O 5.454182 3.442033 1.060972 -0.158 0.547 0.020 -0.22
C 5.030468 2.523109 0.056456 -0.427 0.605 1.139 -0.10
H 13.050878 4.692730 1.415005 -0.115 -0.114 0.153 0.09
H 12.691172 6.242382 0.753339 -1.087 0.415 0.341 0.09
H 12.603760 4.871424 -0.259243 -0.275 -0.205 0.021 0.09
H 10.629207 6.493840 2.238195 0.099 0.091 -0.207 0.13
H 11.177417 5.036511 3.078508 0.006 -0.080 0.135 0.13
H 8.783157 5.506922 3.406743 0.704 -0.224 0.511 0.13
H 8.829126 3.993794 2.638582 0.527 -0.290 -0.789 0.12
H 6.217011 6.054227 1.337318 0.228 0.262 0.039 0.13
H 6.670245 4.963869 2.667050 -0.038 0.254 0.193 0.12
H 7.489086 3.294673 0.990106 0.275 0.135 -0.066 0.12
H 6.717442 4.228547 -0.302637 0.421 0.500 0.023 0.12
H 5.707251 1.669478 0.108955 -0.124 -0.198 -0.613 0.08
H 4.892256 2.991699 -0.919583 0.627 -0.092 -0.185 0.09
H 4.016839 2.248292 0.349592 0.105 -0.396 0.081 0.07
```
Forces are in eV/Å.

As for the spin multiplicity: 1. As for the SMILES: CCOS(C)(=O)=O.CCOS(C)(=O)=O.CCOS(C)(=O)=O.CCOS(C)(=O)=O.CCOS(C)(=O)=O.COCCOCCOC.COCCOCCOC.COCCOCCOC.

No. 4
C4H6N2O | ωB97M-V/def2-TZVPD

Geometry as XYZ:
```
13
Properties=species:S:1:pos:R:3:forces:R:3:lowdin_charge:R:1
C -0.317494 0.131477 2.061485 -0.044 -0.013 0.011 -0.01
C -0.162810 -0.078731 0.595010 -0.250 -0.039 -0.086 -0.37
N -1.066128 -0.267290 -0.269651 0.338 0.138 0.241 0.16
C -0.355042 -0.385432 -1.548532 0.038 -0.139 -0.089 -0.45
C 1.151561 -0.248519 -1.305853 -0.171 0.019 0.501 0.04
O -0.723953 0.696343 -2.373552 -0.020 -0.002 -0.219 -0.02
N 1.155143 -0.057481 -0.001501 0.194 0.008 -0.239 0.05
H -1.361125 -0.015247 2.341617 0.147 0.027 -0.053 0.09
H -0.017510 1.150392 2.332154 -0.023 -0.136 -0.054 0.09
H 0.312118 -0.565872 2.624949 -0.084 0.087 -0.091 0.08
H -0.622399 -1.352388 -2.002204 0.126 0.100 0.099 0.14
H 0.019917 0.818201 -2.980856 -0.159 0.076 0.031 0.08
H 1.987722 0.174548 0.526934 -0.092 -0.125 -0.052 0.13
```
Forces are in eV/Å.

As for the spin multiplicity: 1.

no.,lowest unoccupied orbital energy (eV)
1,0.55
2,2.86
3,0.15
4,0.53